(1)
57
Properties=species:S:1:pos:R:3:lowdin_charge:R:1 method="wB97M-V/def2-TZVPD" largest_force_ha_per_bohr=0.101 homo_lumo_gap_ev=7.55 charge=+1
Cl -6.4191 1.3024 -1.8557 0.7074
Cl -4.3164 -0.6519 -5.3265 0.6296
S -2.2476 4.0679 -0.2546 0.7760
O -6.1975 2.3903 1.4246 -0.0094
O -2.4779 0.3488 -2.9939 0.0045
O -3.3039 -1.3600 -1.5561 0.1135
O -2.8008 2.9884 -4.4207 0.1410
O -3.9432 3.6984 -2.4738 -0.0174
N 5.9027 -0.3321 2.0897 -0.0917
N 5.6515 -1.6684 3.7677 -0.0471
C 6.0116 0.1463 0.7137 0.0303
C 5.9175 0.4502 3.2250 0.0158
C -7.0383 -0.5435 -4.2863 -0.1211
C -0.1544 -0.6013 -0.3909 -0.0137
C -5.5035 -0.0694 -4.0794 -0.5944
C 1.3721 -2.5108 -2.3963 -0.0453
C 2.0628 -1.9783 -1.1213 -0.0911
C 5.7541 -1.6133 2.4365 -0.0004
C -5.0824 0.7470 -3.0066 -0.4598
C -0.1138 -2.0675 -2.6389 0.0095
C -4.9619 3.8310 -0.1344 -0.1621
C 5.4060 -2.8975 4.5342 -0.1607
C 1.3080 -1.0299 -0.1424 -0.0829
C -3.4776 1.7143 -1.1599 -0.1171
C 6.3940 -3.0887 5.6700 -0.0618
C -3.7650 3.3123 -1.0736 -0.6684
C -3.3782 2.7032 -3.3602 -0.2494
C -0.8542 -1.1274 -1.6643 -0.0572
C -5.1080 2.9921 1.2385 -0.1955
C -2.3660 -0.7109 -2.0571 -0.3446
C -3.5898 1.2223 -2.7062 -0.2912
C 5.7445 -0.3889 4.2810 0.0157
H -7.7606 0.2991 -4.0320 0.0644
H -1.7408 3.1763 0.6978 -0.1039
H -7.2053 -1.0218 -5.3065 0.0772
H 5.7081 -2.4532 1.7592 0.1750
H 5.6738 -0.2339 5.3433 0.1394
H -7.1832 -1.3907 -3.5110 0.0991
H 6.0372 1.5154 3.1356 0.1413
H 6.1724 -4.0094 6.2132 0.0928
H 6.1027 1.2323 0.6992 0.1068
H 6.8931 -0.2984 0.2505 0.1090
H 6.3492 -2.2620 6.3825 0.0755
H -0.6213 -2.4695 -3.5731 0.1095
H -5.9444 3.9053 -0.7188 0.1135
H -2.4255 1.6555 -0.6833 0.0760
H -4.6675 4.8999 0.1967 0.1066
H -0.7392 0.1158 0.2932 0.1015
H 7.4172 -3.1481 5.2908 0.0904
H 1.9153 -3.1865 -3.1319 0.0940
H 4.3839 -2.8479 4.9190 0.1366
H -4.0631 1.0363 -0.4282 0.1283
H 5.1153 -0.1498 0.1661 0.0989
H 5.4643 -3.7470 3.8494 0.1305
H 3.1366 -2.2961 -0.9005 0.0690
H 1.8141 -0.6026 0.7975 0.0771
H -4.2577 3.0055 2.0096 0.1304


(2)
20
Properties=species:S:1:pos:R:3:lowdin_charge:R:1 method="wB97M-V/def2-TZVPD" largest_force_ha_per_bohr=0.088 homo_lumo_gap_ev="5.61 / 5.60" relative_energy_kcal_mol=143.0
O -3.4964 -1.3148 -0.8290 0.2013
O -2.5572 0.6219 0.2958 0.0810
O -1.2118 -1.1768 -0.3153 0.0606
C 1.7311 -2.1264 0.1076 0.0852
C 1.4227 -1.0505 -0.5894 -0.1517
C 2.0516 0.6676 2.2834 0.2144
C 1.0166 0.2676 -0.1244 -0.1686
C 1.5162 0.4682 1.1946 -0.0585
C 0.2282 2.5146 -0.3049 0.1158
C 0.5424 1.3341 -0.8364 -0.1351
B -2.4149 -0.6687 -0.3780 -0.9887
H -3.4439 0.8131 0.4371 0.0246
H 0.4190 1.3509 -1.8947 0.1246
H 1.8379 -3.1724 -0.3352 0.1115
H 1.0702 -1.2407 -1.6039 0.1181
H 0.3014 2.8101 0.7633 0.0948
H 1.9312 -1.9229 1.1696 0.0744
H 2.6023 0.5824 3.1463 0.0253
H -0.1360 3.3835 -0.9897 0.1182
H -3.4106 -2.1408 -1.1970 0.0531


(3)
54
Properties=species:S:1:pos:R:3:lowdin_charge:R:1 method="wB97M-V/def2-TZVPD" largest_force_ha_per_bohr=0.071 homo_lumo_gap_ev=7.49 charge=-1 relative_energy_kcal_mol=96.1
O -2.4551 -3.3849 -1.0698 -0.1294
O 1.6674 3.4692 1.0422 -0.0575
O -0.8031 -4.3040 1.2775 -0.0603
O 1.6810 -0.5898 3.4026 -0.0553
O 0.5326 1.6857 -3.3886 -0.1063
O -1.0074 -1.0778 3.4347 -0.0633
O -0.7630 -0.6821 -3.2620 -0.1071
O -3.9628 0.1322 -0.1250 -0.0126
O -2.5046 -0.8327 -1.5117 -0.1294
O -0.5050 4.3524 -0.4345 -0.0851
O -3.6489 -2.5044 1.2400 -0.0849
O 4.0646 -0.1282 -2.5685 -0.0841
O 3.7712 2.6367 -1.0851 -0.0142
O 3.3611 1.8518 2.2049 -0.0758
N 1.2598 -1.1934 0.3874 -0.1290
C 2.3485 -0.2129 0.1331 -0.0938
C 0.0013 -0.9122 -0.1185 -0.1897
C -1.6694 1.0381 -0.1529 -0.1172
C -2.8200 0.0648 -0.6166 -0.5775
C -0.8222 0.2272 0.7922 -0.1151
H -1.9940 2.0357 0.1957 0.1092
H 0.7510 -0.4260 3.3989 -0.0224
H 1.3641 -1.6786 1.2580 0.0783
H -0.1908 4.3330 -1.3573 0.0386
H 2.8924 -0.6359 -0.6801 0.0485
H 2.6633 1.1953 2.0556 -0.0072
H 1.8371 -1.5379 3.5159 0.0506
H -0.0880 0.9192 1.2638 0.1013
H 3.1822 -0.3949 -2.8380 0.0324
H 3.1999 2.9284 -0.4348 -0.0449
H 3.9542 0.7572 -2.1408 0.0165
H 1.9621 0.7256 -0.1027 0.0505
H -1.2102 1.2121 -1.1303 0.0937
H 4.0809 1.2673 2.3907 0.0302
H -3.3009 -2.3032 0.3455 -0.0053
H -0.8990 -4.7136 0.4301 0.0145
H -1.3853 -0.3311 1.5652 0.0667
H -4.0841 -1.6343 1.2994 0.0308
H 4.3307 1.9958 -0.6286 0.0440
H 1.0341 3.2549 1.7574 0.0863
H -1.2342 -1.8583 3.9844 0.0830
H -1.2456 -1.1869 -3.9365 0.0593
H -2.5763 -2.3902 -1.3985 0.0426
H -0.5982 -1.8152 -0.2622 0.0860
H -1.6094 -3.7639 1.3985 0.0155
H -0.0031 0.8480 -3.4723 -0.0105
H -1.6295 -3.1284 -0.6617 -0.0380
H 3.1432 0.0093 0.8987 0.0765
H -1.4277 -1.3187 2.6012 0.0083
H 0.0889 2.4114 -3.8350 0.0131
H 0.3003 3.9952 -0.0152 -0.0226
H 2.3471 4.0632 1.3565 0.0620
H 0.3697 -0.4287 -1.0639 0.1182
H -1.3218 -0.5703 -2.4395 -0.0179


(4)
58
Properties=species:S:1:pos:R:3:lowdin_charge:R:1 method="wB97M-V/def2-TZVPD" largest_force_ha_per_bohr=0.007 homo_lumo_gap_ev=8.72 charge=+2 relative_energy_kcal_mol=0.0
Ca -0.2271 1.2709 -0.7573 1.1604
Cl 2.0836 0.6117 -6.2409 0.6693
Cl 2.4066 3.3683 -5.3535 0.6684
Cl -0.1362 2.4818 -6.4635 0.6648
S 2.2920 2.5049 -0.9804 0.5606
N 3.9110 4.2210 2.1214 0.1539
N 1.9704 3.3417 1.6139 -0.0990
N -2.4162 0.4283 -1.5260 -0.0144
N 1.6860 -2.9976 -0.0488 -0.0836
N 0.6470 2.9062 1.6877 0.0918
N 3.8878 3.7587 0.8372 0.0529
N 0.4923 1.3490 -3.1265 0.0735
N 0.5359 -0.8322 0.0501 0.0491
N -1.8779 1.0407 1.1356 -0.0146
C -5.6077 0.6291 1.1578 -0.0392
C -4.9983 -0.1934 -2.4087 0.0277
C 0.9489 -4.2748 -0.1542 -0.1072
C 2.3290 -4.6578 1.9290 -0.1853
C 2.7318 3.1995 0.4918 -0.7588
C 3.4708 -4.3420 0.9717 -0.1671
C -4.2843 0.8739 1.5833 -0.0041
C -3.4687 0.4551 -0.6483 -0.1732
C 3.1542 -3.0793 0.1704 -0.1078
C -5.8541 0.2713 -0.1333 -0.0057
C -3.2364 0.7838 0.7121 -0.2415
C -4.7878 0.1730 -1.0592 -0.1365
C 2.7355 3.9654 2.5888 -0.3147
C 1.0792 -5.0740 1.1475 -0.1578
C -3.9375 -0.2519 -3.2638 -0.0202
C 1.2899 2.0183 -5.5373 -1.6260
C 1.0781 -1.8626 0.0053 -0.2470
C 2.2530 4.2901 3.9504 0.0108
C -2.6650 0.0830 -2.7713 -0.1247
C 0.8350 1.6379 -4.1798 -0.3455
H 1.9685 3.3904 4.4979 0.0909
H 4.6987 3.8520 0.2459 0.1701
H -6.8613 0.0641 -0.4690 0.1280
H -4.0991 1.1240 2.6213 0.1225
H 0.0567 3.7086 1.8941 0.1195
H -6.4158 0.7150 1.8703 0.1207
H 0.5706 2.2450 2.4563 0.1094
H 3.6484 -3.0742 -0.8023 0.1286
H -1.8167 0.0698 -3.4475 0.0951
H -1.9119 1.5652 2.0031 0.0862
H 3.6392 -5.1839 0.2966 0.1229
H 3.4480 -2.1803 0.7124 0.1278
H 4.4091 -4.1847 1.5029 0.1219
H 0.1847 -4.9586 1.7598 0.1131
H -6.0019 -0.4222 -2.7441 0.1341
H 1.1418 -6.1314 0.8852 0.1208
H -1.4136 0.1590 1.3606 0.0729
H 1.3797 -4.8072 -1.0030 0.1315
H 1.3975 4.9660 3.9141 0.0926
H -4.0478 -0.5306 -4.3012 0.1191
H 2.1166 -3.7756 2.5406 0.1158
H -0.0838 -4.0431 -0.4081 0.1274
H 2.6136 -5.4467 2.6230 0.1201
H 3.0581 4.7816 4.4902 0.0998


| no. | energy (Ha) |
| --- | --- |
| 1 | -2657.098118 |
| 2 | -522.592038 |
| 3 | -1319.050151 |
| 4 | -3725.331314 |